# 1
This record from the Open Molecules 2025 dataset describes the molecule C5H10O. The level of theory is ωB97M-V with the def2-TZVPD basis set.

Geometry (Å):
C1 2.050 0.691 0.328
C2 1.140 0.118 -0.770
C3 -0.254 -0.159 -0.301
C4 -0.782 -1.455 0.169
C5 -2.321 0.875 0.108
O1 -1.062 0.852 -0.292
H1 2.124 0.003 1.178
H2 1.647 1.641 0.696
H3 3.064 0.867 -0.049
H4 1.573 -0.816 -1.150
H5 1.110 0.817 -1.616
H6 -1.735 -1.666 -0.354
H7 -0.076 -2.268 -0.014
H8 -1.032 -1.444 1.244
H9 -2.695 0.077 0.734
H10 -2.751 1.863 0.089

Force components x, y, z for each atom (eV/Å):
0.036 0.031 0.086
-0.012 -0.060 -0.048
0.373 -0.577 0.004
-0.012 -0.066 -0.006
-0.452 -0.014 0.241
0.199 0.578 -0.207
-0.037 0.093 -0.127
0.088 -0.148 -0.050
-0.167 -0.003 0.031
-0.087 0.121 0.057
-0.049 -0.073 0.130
0.150 -0.010 0.074
-0.088 0.141 0.028
0.020 0.012 -0.128
0.026 0.067 -0.087
0.011 -0.091 0.001

Output
Energy relative to the best compared isomer or geometry (same formula, charge and spin) in eV: 3.274
E_tot in Ha: -271.6323
2S+1: 1

=====

# 2
This record from the Open Molecules 2025 dataset describes the molecule C3H8N2O2 in a non-equilibrium geometry. The level of theory is ωB97M-V with the def2-TZVPD basis set.

Geometry (Å):
O1 1.830 -1.274 0.942
C1 1.107 -1.322 -0.024
N1 0.893 -2.386 -0.880
C2 0.327 -0.080 -0.457
N2 -0.223 0.603 0.794
C3 -0.693 1.896 0.391
O2 -2.032 2.161 0.773
H1 1.430 -3.210 -0.612
H2 -0.064 -2.691 -0.990
H3 0.763 0.556 -1.233
H4 -0.602 -0.423 -0.951
H5 0.285 -0.009 1.420
H6 -0.016 2.661 0.847
H7 -0.559 2.224 -0.640
H8 -2.446 1.296 0.622

Force components x, y, z for each atom (eV/Å):
0.262 -0.651 -0.055
-0.640 1.369 -0.955
0.779 -1.292 0.689
-2.978 -0.595 0.519
0.819 -2.186 -4.905
1.609 2.386 2.861
0.208 -0.748 -0.131
0.098 0.281 0.016
-0.162 0.623 -0.329
0.765 -0.021 0.595
0.490 -0.295 -0.351
-0.032 2.227 2.010
-0.929 -0.042 0.408
-0.031 -1.441 -0.581
-0.260 0.387 0.208

Output
Energy relative to the best compared isomer or geometry (same formula, charge and spin) in eV: 2.702
E_tot in Ha: -379.0417
2S+1: 1
SMILES: NC(=O)CNCO

=====

# 3
This record from the Open Molecules 2025 dataset describes a cluster of 12 separate species, C5H33NO12 in total in a non-equilibrium geometry. The level of theory is ωB97M-V with the def2-TZVPD basis set.

Geometry (Å):
C1 -1.306 -3.511 -1.374
C2 -1.714 -3.104 0.031
C3 -1.656 -1.489 0.268
C4 -3.134 -0.960 0.238
C5 -3.131 0.345 -0.512
N1 -2.307 0.525 -1.617
O1 -3.834 1.275 -0.114
H1 -1.355 -2.715 -2.185
H2 -1.712 -4.431 -1.666
H3 -0.086 -3.610 -1.306
H4 -2.621 -3.404 0.428
H5 -1.039 -3.541 0.621
H6 -1.261 -1.416 1.393
H7 -0.911 -1.095 -0.515
H8 -3.808 -1.687 -0.358
H9 -3.406 -1.009 1.327
H10 -2.351 1.192 -2.388
H11 -1.825 -0.134 -2.270
H12 -2.896 3.177 2.497
H13 -1.846 3.391 1.507
O2 -2.043 3.575 2.415
H14 3.423 -0.970 -0.369
H15 3.962 0.493 -0.262
O3 4.129 -0.367 -0.273
H16 -0.093 -0.327 4.387
H17 -1.594 -0.800 4.304
O4 -0.719 -0.809 3.905
H18 2.846 3.479 0.031
H19 2.168 2.738 -0.924
O5 3.041 2.757 -0.426
H20 3.052 -2.806 0.820
H21 1.573 -2.673 0.090
O6 2.462 -2.313 0.294
H22 0.495 2.779 -1.911
H23 1.394 4.070 -2.290
O7 1.276 3.111 -2.319
H24 2.622 -0.570 -1.740
H25 1.344 -1.159 -1.021
O8 1.792 -1.087 -1.819
H26 -0.171 0.371 -3.429
H27 0.082 -1.238 -3.821
O9 -0.505 -0.458 -3.714
H28 0.129 0.143 2.475
H29 1.469 0.441 3.218
O10 1.047 0.424 2.389
H30 -0.380 1.386 -0.093
H31 -1.356 2.478 -0.585
O11 -0.347 2.265 -0.448
H32 2.855 -1.356 2.865
H33 3.463 -0.610 1.665
O12 3.656 -1.117 2.474

Force components x, y, z for each atom (eV/Å):
3.726 2.141 -0.304
-0.062 4.145 -2.118
0.995 -2.805 1.285
1.526 -1.664 -1.024
-1.446 1.985 0.104
0.992 -1.251 -2.160
0.718 -0.333 -0.364
-0.703 -0.965 1.006
-0.456 -1.287 -0.714
-2.814 -0.188 -0.379
-2.215 -0.843 0.085
2.745 -1.592 2.650
-0.510 0.425 -2.610
-1.273 -0.174 1.449
1.051 1.076 0.907
-0.514 0.970 -1.417
-1.536 1.265 1.472
-0.368 -1.159 1.989
-1.035 -0.348 0.370
0.566 -0.019 -0.761
0.473 0.316 0.412
-1.421 -0.708 0.251
-1.786 5.902 -0.034
3.541 -4.732 -0.009
0.833 1.099 1.587
0.338 0.297 0.377
-1.658 -1.635 -1.569
-0.460 4.957 3.826
1.573 -0.653 -0.103
-0.354 -4.580 -3.311
0.438 -1.363 1.236
1.430 -0.555 0.700
-1.949 1.005 -1.320
-1.292 0.251 0.879
-0.611 -0.381 0.127
1.555 0.323 -1.619
-0.994 -0.411 0.178
-0.648 0.396 2.206
1.089 0.685 -3.521
1.777 0.384 0.260
0.169 1.704 0.595
-1.841 -1.948 -0.796
0.238 -0.020 0.448
0.615 0.109 1.475
-0.477 0.196 -2.374
0.148 -0.828 0.314
2.816 -0.711 0.347
-3.177 1.626 -0.361
-2.061 -0.416 0.636
0.048 -0.304 0.418
2.258 0.619 -0.722

Output
Energy relative to the best compared isomer or geometry (same formula, charge and spin) in eV: 6.209
E_tot in Ha: -1167.7954
2S+1: 1
SMILES: CCCCC(N)=O.O.O.O.O.O.O.O.O.O.O.O